(A)
One molecule with the formula C5H11NOS, computed with ωB97M-V/def2-TZVPD.

The geometry in XYZ format:
```
19
Properties=species:S:1:pos:R:3:mulliken_charge:R:1
C 0.90664 -1.28620 -1.30520 -1.381
C -0.32524 -0.65733 -0.44447 0.034
C -0.01163 -0.12809 0.92370 -0.443
C -0.90772 1.12114 0.85371 -0.023
C -0.84224 0.77394 -0.76964 -0.190
H 0.85219 -2.37385 -1.13818 0.429
H 2.00165 -0.86891 -1.33891 0.248
H 0.79128 -1.44855 -2.41151 0.411
H -1.22454 -1.18768 -0.74732 0.230
H -0.50138 -0.64615 1.70587 0.433
H 1.61334 0.27633 2.25445 0.308
H 1.74242 -1.02161 1.73706 0.319
H -0.84956 2.15582 1.31247 0.307
H -2.47576 -0.15733 1.17634 0.352
H -1.89765 0.98625 -1.33455 0.293
H 1.47496 1.84859 -1.24678 0.119
N 1.54331 0.01235 1.22437 -0.667
O -2.17249 0.81908 1.39561 -0.536
S 0.28245 1.78218 -1.84702 -0.243
```

The structure (SMILES) is C[C@H]1[C@@H](N)[C@H](O)[C@H]1S. As for the charge: 0. The HOMO energy comes out at -8.700 eV.

(B)
One molecule with the formula C5H11NOS, computed with ωB97M-V/def2-TZVPD.

The geometry in XYZ format:
```
19
Properties=species:S:1:pos:R:3:mulliken_charge:R:1
C 0.52714 0.45159 -2.22443 -0.993
N 1.10275 -0.43428 -1.24809 -0.418
C 0.53154 -0.45574 0.12153 0.491
C -0.95460 -0.10905 0.22019 -0.514
C -1.32386 0.63532 1.49280 -0.935
S -0.73644 2.37085 1.67428 -0.201
C 0.76271 -1.89619 0.56073 -0.354
O 1.50518 -2.19879 1.45089 -0.472
H 1.21387 0.59688 -3.05839 0.325
H -0.39448 0.04439 -2.64268 0.320
H 0.27904 1.46993 -1.87609 0.340
H 2.08780 -0.22651 -1.14641 0.257
H 1.15361 0.15977 0.77952 0.161
H -1.54494 -1.03018 0.25367 0.397
H -1.23205 0.44595 -0.66384 0.379
H -1.02617 0.18296 2.43248 0.378
H -2.40297 0.61282 1.52417 0.392
H 0.34854 1.97690 2.34614 0.123
H 0.10333 -2.59663 0.00351 0.323
```

The structure (SMILES) is CN[C@H](C=O)CCS. As for the charge: 0. The HOMO energy comes out at -9.091 eV.

(C)
A 2-piece molecular cluster, C5H11NOS overall, computed with ωB97M-V/def2-TZVPD.

The geometry in XYZ format:
```
19
Properties=species:S:1:pos:R:3:mulliken_charge:R:1
C -1.17202 -1.10188 1.00067 -0.360
C -2.42759 -0.73610 0.21387 -0.655
S -2.76161 1.20549 -0.01332 -0.174
C 0.06556 -1.18428 0.36639 0.682
N 1.19164 -0.00431 0.82658 -0.205
C 2.52924 0.01774 0.01914 -0.877
C 0.63610 1.32088 0.59032 -0.049
O 0.29211 -1.65941 -0.78801 -0.482
H -1.14182 -0.90268 2.08554 0.336
H -0.59686 -0.09318 -2.42933 -0.231
H -3.34281 -1.08311 0.69412 0.372
H -2.48761 -1.16081 -0.80673 0.312
H -0.78064 0.41200 -2.89116 0.206
H 2.42800 0.37478 -1.01152 0.332
H 3.09893 0.84737 0.45022 0.371
H 3.12374 -0.90963 0.05005 0.277
H 0.92269 1.73056 -0.38462 0.326
H 0.80245 1.94341 1.47050 0.253
H -0.37950 0.98314 0.55730 -0.432
```

As for the charge: 0. The HOMO energy comes out at -8.658 eV.

(D)
C5H11NOS as an isolated structure, computed with ωB97M-V/def2-TZVPD.

The geometry in XYZ format:
```
19
Properties=species:S:1:pos:R:3:mulliken_charge:R:1
C 0.00939 1.52352 0.83669 -0.819
C -0.14095 0.12749 0.37537 1.055
C 0.75038 -0.97453 0.94721 -1.179
C -1.70154 -0.76440 -0.87996 -0.443
C -0.37313 -0.13705 -1.10366 -0.374
H 1.36511 1.60930 1.12869 0.202
H -0.57811 1.61452 2.00988 0.263
H -0.48820 2.32081 0.08479 0.211
H 0.60741 -0.95900 2.00124 0.344
H 0.36568 -1.89586 0.66573 0.489
H 2.28475 0.25990 0.58650 0.152
H 2.91244 -1.39419 0.72570 0.254
H -1.74973 -1.89971 -1.26914 0.213
H -2.49965 -0.07216 -1.40496 0.283
H 0.43467 -0.94511 -0.97592 0.340
H -1.30205 1.81810 -2.30895 0.103
N 2.03997 -0.72100 0.45009 -0.415
O -1.61012 -0.39425 0.58094 -0.483
S -0.32631 0.88361 -2.45025 -0.197
```

As for the charge: 0. The HOMO energy comes out at -9.012 eV.

Last place for stability: (C)

(A)
One molecule with the formula C5H11NOS, computed with ωB97M-V/def2-TZVPD.

The geometry in XYZ format:
```
19
Properties=species:S:1:pos:R:3:mulliken_charge:R:1
C -1.55794 -1.46142 0.55808 -0.718
C 0.22672 0.19782 0.05911 0.717
C 1.43850 0.75306 -0.55853 -0.650
C 1.25022 -0.75726 0.91293 -0.839
C -1.10010 2.02034 0.08042 -0.782
H -2.27347 -2.48760 0.28260 0.285
H -2.21955 -0.84328 1.25768 0.242
H -0.63175 -1.83887 1.17544 0.241
H 1.17933 0.89180 -1.70561 0.258
H 1.77825 1.65102 0.05806 0.279
H 3.28497 -0.45340 -0.40420 0.247
H 1.21207 -1.91470 0.90776 0.470
H 1.51876 -0.30478 1.88337 0.213
H -1.73446 2.79702 0.56024 0.333
H -1.70408 1.58389 -0.73574 0.354
H -0.40766 2.62175 -0.59745 0.273
N 2.21039 -0.51147 -0.24717 -0.427
O -0.36128 1.05079 0.95237 -0.426
S -0.88308 -0.69026 -0.93018 -0.069
```

The structure (SMILES) is COC1(SC)CNC1. As for the charge: 0. The HOMO energy comes out at -8.650 eV.

(B)
One molecule with the formula C5H11NOS, computed with ωB97M-V/def2-TZVPD.

The geometry in XYZ format:
```
19
Properties=species:S:1:pos:R:3:mulliken_charge:R:1
C -1.66554 -1.29467 0.50854 -0.150
C 0.73870 0.97810 -1.63485 -1.177
C -0.49865 1.61132 0.48153 -1.398
C 1.31300 -1.65681 0.97006 -0.601
C -0.40552 0.61219 -0.74244 0.224
N -0.51100 -0.78519 -0.11238 0.280
O 0.63438 -1.65398 -0.25535 -0.304
S -3.11750 -0.51707 0.43703 -0.291
H -1.44321 -2.13446 1.15187 0.250
H 1.74123 0.89693 -1.19320 0.270
H 0.63823 0.67335 -2.72639 0.326
H 0.62775 2.10492 -1.76512 0.348
H 0.45774 1.64894 0.89870 0.396
H -1.17019 1.32287 1.26662 0.394
H -0.70771 2.60425 0.14105 0.383
H 2.04103 -2.51721 0.84118 0.302
H 0.86499 -1.89584 1.91285 0.314
H 1.92540 -0.70053 1.09764 0.205
H -1.46314 0.70289 -1.27735 0.228
```

The structure (SMILES) is CON(C=S)C(C)C. As for the charge: 0. The HOMO energy comes out at -8.467 eV.

(C)
One molecule with the formula C5H11NOS, computed with ωB97M-V/def2-TZVPD.

The geometry in XYZ format:
```
19
Properties=species:S:1:pos:R:3:mulliken_charge:R:1
C 1.12109 -0.88083 -1.20547 -0.663
C 1.53898 1.88728 0.30868 -0.892
C 1.01478 -0.54629 0.07437 0.502
C 1.61331 -1.31403 1.24956 -1.335
C -2.19271 -0.00350 -0.01105 -0.238
N -1.14067 0.84436 -0.44747 -0.408
O -3.25749 0.02716 -0.99699 -0.557
S 0.23602 0.94051 0.77648 0.154
H 0.48290 -0.39568 -2.04747 0.267
H 1.76004 -1.72045 -1.60487 0.262
H 1.34843 2.84455 0.70072 0.354
H 1.95643 1.80787 -0.65164 0.321
H 2.56436 -0.75397 1.37557 0.329
H 0.95036 -1.38521 2.04810 0.376
H 1.92051 -2.27188 0.86029 0.390
H -1.67113 -0.92678 0.06636 0.235
H -2.74913 0.40667 0.82392 0.291
H -4.12775 -0.36113 -0.65315 0.323
H -1.36833 1.80136 -0.66594 0.291
```

As for the charge: 0. The HOMO energy comes out at -8.058 eV.

Last place for stability: (C)

(A)
C5H11NOS as an isolated structure, computed with ωB97M-V/def2-TZVPD.

The geometry in XYZ format:
```
19
Properties=species:S:1:pos:R:3:mulliken_charge:R:1
C 1.50202 0.47400 -0.10812 -0.695
C 0.01834 -0.06348 -0.20414 0.981
C -0.72923 1.12817 -0.91968 -0.950
C -1.89122 0.68249 0.19898 -0.601
C -0.90686 -0.10103 1.03825 -0.697
H 1.79407 -0.66466 1.68146 0.277
H 2.57248 -1.34866 0.50556 0.286
H 1.87067 0.46693 -1.24624 0.374
H 1.74546 1.47705 0.32420 0.329
H 0.86360 -1.53247 -2.33852 0.205
H -0.63633 1.04150 -1.96830 0.401
H -0.26741 2.10629 -0.60327 0.312
H -2.71934 1.33448 0.39191 0.477
H -2.53037 -0.08209 -0.38162 0.184
H -0.23009 0.38066 1.92573 0.341
H -1.39649 -1.95318 0.44933 0.388
N 2.45243 -0.33515 0.79296 -0.741
O -1.22390 -1.38790 1.42947 -0.533
S -0.28781 -1.62297 -0.96795 -0.339
```

As for the charge: 0. The HOMO energy comes out at -9.114 eV.

(B)
One molecule with the formula C5H11NOS, computed with ωB97M-V/def2-TZVPD.

The geometry in XYZ format:
```
19
Properties=species:S:1:pos:R:3:mulliken_charge:R:1
C 0.70249 0.32937 1.04721 -0.488
C 1.99574 -0.35177 1.41120 -0.755
S 1.66319 -1.97743 2.31079 -0.251
C 0.52799 0.27130 -0.39537 0.685
N -0.74872 0.06123 -0.80534 0.000
C -1.02303 0.19672 -2.25163 -1.096
C -1.94295 0.49429 -0.05291 -1.146
O 1.40498 0.31615 -1.19343 -0.639
H 0.70304 1.31071 1.66590 0.354
H -0.12366 -0.09813 1.77851 0.314
H 2.70168 0.24838 2.03894 0.370
H 2.54248 -0.65077 0.51223 0.308
H 1.32654 -2.74830 1.31419 0.116
H -0.00542 0.11001 -2.64316 0.392
H -1.80681 -0.59043 -2.66970 0.253
H -1.23775 1.16876 -2.55213 0.434
H -2.61160 -0.26741 0.12164 0.323
H -2.44780 1.33391 -0.49324 0.353
H -1.62039 0.84343 0.85632 0.474
```

The structure (SMILES) is CN(C)C(=O)CCS. As for the charge: 0. The HOMO energy comes out at -8.996 eV.

Last place for stability: (A)

(A)
A 2-piece molecular cluster, CH2FN2O2 overall, computed with ωB97M-V/def2-TZVPD.

The geometry in XYZ format:
```
8
Properties=species:S:1:pos:R:3:mulliken_charge:R:1
C -1.51159 -0.61593 0.93813 0.588
N 0.91673 0.51592 -0.38505 -0.280
N 1.12382 -0.54739 -0.95092 -0.224
O -0.61503 -1.24755 1.44536 -0.631
O -2.05562 -0.63335 -0.14514 -0.584
F -2.01884 0.55314 1.77315 -0.373
H 0.48203 0.42874 0.55432 0.276
H 1.26405 -1.41234 -0.33392 0.226
```

As for the charge: -1. The HOMO energy comes out at -4.926 eV.

(B)
A 2-piece molecular cluster, CH2FN2O2 overall, computed with ωB97M-V/def2-TZVPD.

The geometry in XYZ format:
```
8
Properties=species:S:1:pos:R:3:mulliken_charge:R:1
C 2.29760 -0.31902 0.12463 0.543
N 0.71174 -0.09547 0.07281 0.184
N -0.04263 -0.96943 -0.48123 -0.323
O 2.85966 0.55902 0.71434 -0.661
O 2.60370 -1.27198 -0.52747 -0.588
F -1.01248 -1.94600 0.71534 -0.596
H 0.30285 0.82720 0.17931 0.208
H -0.93520 -0.46661 -0.77654 0.233
```

As for the charge: -1. The HOMO energy (spin up / spin down) comes out at -5.306 / -5.305 eV.

Last place for stability: (B)